Below is one molecule with the formula C4H4ClN6P at a distorted geometry, with properties calculated with wB97M-V/def2-TZVPD.

Each line ends with the Löwdin charge.
Geometry (Å):
C (1.26, 1.76, -2.42)  -0.22
C (0.28, -0.72, 2.44)  -0.30
C (1.45, -0.04, -1.38)  -0.60
C (1.50, -1.44, 0.72)  -0.32
N (2.11, 0.80, -2.11)  0.06
N (1.45, -0.99, 1.84)  0.07
N (0.08, 1.57, -1.87)  0.05
N (-0.78, -1.24, 1.98)  -0.12
N (0.16, 0.42, -1.24)  0.04
N (-0.87, -1.84, 0.88)  0.00
P (2.27, -1.54, -0.85)  0.61
Cl (1.17, -2.96, -1.72)  0.27
H (1.18, 2.59, -3.10)  0.11
H (0.43, -0.09, 3.42)  0.14
H (-0.46, -0.03, -0.62)  0.10
H (-1.79, -2.31, 0.61)  0.10

Calculated values
Structure (SMILES): [H]/N=N/C=N\C#P(Cl)c1ncn[nH]1
Calculated total energy: -1284.7743 a.u.
Relative energy (zero: lowest compared OMol25 entry of this formula, charge and spin): 0.0 kcal per mole
Kohn-Sham gap (spin up / spin down): 7.8 / 7.8 eV